(1)
{"formula": "C5H10N2O", "method": "wB97M-V/def2-TZVPD", "elements": ["C", "C", "C", "C", "C", "N", "N", "O", "H", "H", "H", "H", "H", "H", "H", "H", "H", "H"], "positions_angstrom": [[0.823, -0.120, 1.195], [-0.059, -0.358, 0.225], [-0.909, -1.698, 0.348], [-1.630, 0.278, -1.654], [-0.207, 0.457, -1.013], [2.942, 0.924, 2.273], [1.683, 1.046, 1.269], [1.565, 2.072, 0.554], [1.080, -0.827, 1.991], [-0.661, -2.391, -0.431], [-0.987, -2.138, 1.396], [-1.864, -1.341, -0.080], [-2.418, 0.505, -1.007], [-1.660, 0.858, -2.543], [-1.677, -0.795, -1.998], [0.598, 0.366, -1.743], [-0.192, 1.486, -0.791], [3.570, 1.675, 2.008]], "lumo_energy_ev": [-0.66, -0.35], "total_energy_ha": -381.066012, "homo_lumo_gap_ha": [0.286, 0.351], "homo_ev": [-8.45, -9.89], "relative_energy_kj_mol": 576.1, "smiles": "[H]/N=[N+]([O-])/C=C(/C)CC"}

(2)
{"formula": "C5H10N2O", "method": "wB97M-V/def2-TZVPD", "elements": ["C", "C", "N", "C", "C", "C", "O", "N", "H", "H", "H", "H", "H", "H", "H", "H", "H", "H"], "positions_angstrom": [[1.329, -0.536, -1.144], [1.308, -1.814, -1.950], [-0.158, 0.873, 0.195], [-1.104, 1.302, 1.462], [-0.111, -0.409, -0.156], [-1.125, 2.574, 1.848], [-1.893, 0.384, 2.067], [-0.992, -1.280, -0.260], [-1.541, -0.504, 1.922], [0.645, 1.481, 0.167], [-1.486, -1.707, 0.512], [2.138, -0.511, -0.413], [1.401, 0.341, -1.788], [-1.771, 2.894, 2.650], [-0.535, 3.324, 1.352], [2.222, -1.918, -2.538], [1.215, -2.680, -1.298], [0.457, -1.813, -2.628]], "lumo_energy_ev": 0.65, "total_energy_ha": -381.166742, "homo_lumo_gap_ha": 0.337, "homo_ev": -8.53, "relative_energy_kj_mol": 311.6, "smiles": "[H]/N=C(/CC)NC(=C)O"}

(3)
{"formula": "C5H10N2O", "method": "wB97M-V/def2-TZVPD", "elements": ["C", "C", "C", "C", "N", "C", "O", "N", "H", "H", "H", "H", "H", "H", "H", "H", "H", "H"], "positions_angstrom": [[-0.595, -0.616, -0.349], [-0.735, -1.490, 0.870], [1.349, -0.012, -0.401], [-0.718, 0.746, -0.319], [1.953, 0.219, 0.799], [-0.664, 2.036, -0.155], [-2.616, 0.035, -0.415], [1.852, -0.120, -1.552], [-2.832, -0.001, -1.358], [-0.567, -1.087, -1.325], [2.960, 0.146, 0.881], [1.403, 0.189, 1.642], [2.877, -0.080, -1.569], [0.137, -2.136, 0.987], [-0.871, -0.893, 1.772], [-1.626, -2.101, 0.738], [-1.585, 2.602, -0.165], [0.279, 2.562, -0.081]], "lumo_energy_ev": 0.60, "total_energy_ha": -381.062658, "homo_lumo_gap_ha": 0.307, "homo_ev": -7.74, "relative_energy_kj_mol": 584.9}

(4)
{"formula": "C5H10N2O", "method": "wB97M-V/def2-TZVPD", "elements": ["C", "C", "C", "C", "N", "C", "O", "N", "H", "H", "H", "H", "H", "H", "H", "H", "H", "H"], "positions_angstrom": [[1.002, 0.926, -0.014], [0.849, 1.079, -1.498], [0.334, -0.178, 0.776], [-0.523, -1.182, 0.062], [-0.396, 1.526, 0.709], [-1.804, -1.376, 0.360], [0.195, -1.922, -0.830], [0.921, -0.423, 1.931], [-0.370, -2.604, -1.214], [1.962, 1.220, 0.420], [-0.924, 2.183, 0.145], [-0.265, 1.805, 1.681], [1.229, -1.390, 2.014], [1.109, 2.087, -1.820], [1.501, 0.352, -1.984], [-0.175, 0.902, -1.821], [-2.281, -0.803, 1.135], [-2.364, -2.201, -0.051]], "lumo_energy_ev": 0.79, "total_energy_ha": -381.131801, "homo_lumo_gap_ha": 0.305, "homo_ev": -7.52, "relative_energy_kj_mol": 403.4}

(5)
{"formula": "C5H10N2O", "method": "wB97M-V/def2-TZVPD", "elements": ["C", "C", "C", "C", "C", "H", "H", "H", "H", "H", "H", "H", "H", "H", "H", "N", "N", "O"], "positions_angstrom": [[2.240, 0.310, 0.158], [0.894, 1.006, 0.281], [1.063, 2.144, 0.977], [-0.483, -0.683, -0.610], [-2.090, -1.016, -0.757], [2.502, -0.303, -0.819], [2.603, -0.544, 1.070], [3.013, 1.064, 0.546], [1.851, 2.411, 1.659], [0.235, 2.949, 1.023], [-1.137, 0.796, 0.396], [0.268, -2.471, -1.439], [-2.256, -2.116, -0.413], [-2.304, -1.102, -1.814], [-3.815, -1.213, 0.782], [-0.194, 0.468, 0.043], [0.521, -1.462, -1.084], [-2.909, -0.236, 0.001]], "lumo_energy_ev": -1.76, "total_energy_ha": -381.006756, "homo_lumo_gap_ha": 0.213, "homo_ev": -7.56, "relative_energy_kj_mol": 731.7}

(6)
{"formula": "C5H10N2O", "method": "wB97M-V/def2-TZVPD", "elements": ["C", "C", "C", "C", "C", "H", "H", "H", "H", "H", "H", "H", "H", "H", "H", "N", "N", "O"], "positions_angstrom": [[2.205, -1.505, 0.032], [0.834, 0.438, 0.013], [1.033, 1.998, -0.017], [-2.433, -0.372, -0.753], [-2.330, -0.379, 0.759], [1.758, -1.798, 1.019], [1.491, -2.137, -0.703], [3.322, -1.765, -0.086], [2.083, 2.242, -0.141], [0.324, 2.384, -0.740], [0.935, 2.430, 1.030], [-2.050, -1.185, -1.345], [-3.246, 0.207, -1.202], [-2.089, -1.270, 1.344], [-3.195, 0.153, 1.356], [-0.243, -0.330, -0.099], [-1.416, 0.387, 0.052], [2.053, -0.093, -0.050]], "lumo_energy_ev": 1.02, "total_energy_ha": -381.136646, "homo_lumo_gap_ha": 0.354, "homo_ev": -8.61, "relative_energy_kj_mol": 390.7, "smiles": "CO/C(C)=N/N1CC1"}

(7)
{"formula": "C5H10N2O", "method": "wB97M-V/def2-TZVPD", "elements": ["C", "C", "C", "C", "C", "O", "N", "N", "H", "H", "H", "H", "H", "H", "H", "H", "H", "H"], "positions_angstrom": [[0.830, -0.968, -0.669], [-2.400, 0.040, -0.361], [1.051, -1.946, 0.449], [-0.290, 1.139, 0.375], [-0.945, 0.053, -0.078], [-0.789, 2.377, 0.644], [1.074, 1.000, 0.251], [1.784, 2.038, 0.253], [-0.025, 2.979, 0.698], [2.756, 1.771, 0.066], [0.238, -1.345, -1.491], [1.761, -0.618, -1.111], [-2.683, -0.834, -0.954], [-2.768, 0.942, -0.862], [-2.944, -0.047, 0.587], [1.778, -2.704, 0.135], [0.119, -2.428, 0.735], [1.454, -1.449, 1.331]], "lumo_energy_ev": 0.38, "total_energy_ha": -381.073226, "homo_lumo_gap_ha": 0.325, "homo_ev": -8.47, "relative_energy_kj_mol": 557.2}

(8)
{"formula": "C5H10N2O", "method": "wB97M-V/def2-TZVPD", "elements": ["N", "C", "C", "O", "H", "H", "H", "H", "H", "C", "C", "C", "N", "H", "H", "H", "H", "H"], "positions_angstrom": [[-1.673, 1.981, 0.292], [-1.746, -0.445, 0.353], [-1.803, 0.728, -0.326], [-2.295, -1.575, -0.207], [-2.426, -2.240, 0.477], [-1.514, 2.716, -0.384], [-0.897, 1.980, 0.949], [-1.297, -0.538, 1.335], [-2.383, 0.760, -1.239], [1.055, 0.440, -0.194], [1.839, -0.768, 0.204], [2.240, -1.694, -0.667], [1.170, 1.560, 0.416], [1.923, 1.596, 1.106], [0.624, 0.348, -1.190], [2.381, -0.666, 1.140], [1.707, -1.860, -1.591], [3.095, -2.323, -0.473]], "lumo_energy_ev": 0.67, "total_energy_ha": -381.164683, "homo_lumo_gap_ha": 0.293, "homo_ev": -7.31, "relative_energy_kj_mol": 317.0, "smiles": "[H]/N=C\\C=C.N/C=C/O"}

(9)
{"formula": "C5H10N2O", "method": "wB97M-V/def2-TZVPD", "elements": ["N", "C", "C", "C", "N", "C", "C", "H", "H", "H", "H", "H", "H", "H", "H", "O", "H", "H"], "positions_angstrom": [[-2.340, 1.414, 1.853], [-1.122, 1.976, 1.867], [-2.214, 0.346, 0.850], [-0.940, 0.366, 0.337], [-0.313, 1.499, 0.891], [0.608, -1.630, 0.251], [-0.269, -0.696, -0.585], [-0.729, 2.727, 2.552], [-3.068, -0.284, 0.601], [0.664, 1.785, 0.787], [1.234, -0.977, 0.883], [1.268, -2.239, -0.389], [0.031, -2.305, 0.906], [0.343, -0.212, -1.370], [-1.101, -1.227, -1.087], [3.033, -0.238, -2.680], [2.519, -0.706, -3.377], [2.394, 0.401, -2.289]], "lumo_energy_ev": 0.45, "total_energy_ha": -381.252841, "homo_lumo_gap_ha": 0.339, "homo_ev": -8.77, "relative_energy_kj_mol": 85.6, "smiles": "CCc1cnc[nH]1.O"}

(10)
{"formula": "C5H10N2O", "method": "wB97M-V/def2-TZVPD", "elements": ["C", "C", "C", "C", "C", "N", "N", "O", "H", "H", "H", "H", "H", "H", "H", "H", "H", "H"], "positions_angstrom": [[-1.180, -0.516, -0.688], [-2.622, -0.438, -1.088], [2.949, -0.129, 0.743], [-0.711, -0.015, 0.452], [1.637, 0.114, 0.036], [-1.483, 0.559, 1.456], [1.463, 0.521, -1.144], [0.612, -0.127, 0.867], [-0.496, -0.998, -1.362], [-0.961, 1.169, 2.068], [-2.344, 0.967, 1.125], [2.317, 0.690, -1.662], [-3.013, 0.573, -0.966], [-3.234, -1.107, -0.481], [-2.736, -0.722, -2.130], [3.745, -0.298, 0.023], [2.857, -0.986, 1.404], [3.199, 0.743, 1.346]], "lumo_energy_ev": 0.95, "total_energy_ha": -381.243841, "homo_lumo_gap_ha": 0.321, "homo_ev": -7.78, "relative_energy_kj_mol": 109.2, "smiles": "[H]/N=C(\\C)O/C(N)=C/C"}

(11)
{"formula": "C5H10N2O", "method": "wB97M-V/def2-TZVPD", "elements": ["C", "C", "C", "C", "C", "N", "N", "O", "H", "H", "H", "H", "H", "H", "H", "H", "H", "H"], "positions_angstrom": [[-2.938, -0.732, 0.279], [0.853, 0.225, -1.398], [0.777, -0.464, -0.006], [0.694, 1.007, -0.123], [1.980, -1.132, 0.655], [-2.023, -0.014, -0.132], [-1.567, 1.141, 0.048], [1.194, 2.093, 0.449], [-2.934, -1.727, -0.261], [-3.677, -0.416, 0.981], [1.884, 0.186, -1.866], [-0.071, 0.200, -2.059], [-0.225, -0.853, 0.144], [3.065, -0.890, 0.136], [1.801, -2.210, 0.454], [2.010, -0.738, 1.760], [-1.753, 1.497, 0.960], [0.930, 2.825, -0.021]], "lumo_energy_ev": [0.93, -1.42], "total_energy_ha": -380.959358, "homo_lumo_gap_ha": [0.237, 0.282], "homo_ev": [-5.51, -9.09], "relative_energy_kj_mol": 267.6, "spin_multiplicity": 3}

(12)
{"formula": "C5H10N2O2S", "method": "wB97M-V/def2-TZVPD", "elements": ["C", "C", "C", "C", "C", "N", "N", "O", "O", "S", "H", "H", "H", "H", "H", "H", "H", "H", "H", "H"], "positions_angstrom": [[-1.355, 1.511, -0.075], [-0.096, -0.462, 0.807], [0.636, 0.276, -0.332], [-0.934, -1.576, 0.164], [1.283, -0.465, -1.468], [-0.088, 1.440, -0.736], [2.048, 0.838, 0.506], [2.584, -0.027, 1.148], [2.494, 1.924, 0.321], [-1.100, 0.756, 1.636], [-1.725, 2.493, -0.238], [-2.114, 0.849, -0.602], [0.817, -0.813, 1.382], [-1.505, -2.052, 0.958], [-0.236, -2.332, -0.318], [-1.661, -1.280, -0.676], [1.725, -1.354, -1.199], [2.127, 0.211, -2.013], [0.545, -0.704, -2.253], [0.298, 2.339, -0.937]], "lumo_energy_ev": 0.72, "total_energy_ha": -854.565096, "homo_lumo_gap_ha": 0.362, "homo_ev": -9.12, "relative_energy_kj_mol": 267.2, "smiles": "C[C@@H]1SCN[C@@]1(C)[N+](=O)[O-]"}

(13)
{"formula": "C5H10N2O3", "method": "wB97M-V/def2-TZVPD", "elements": ["C", "C", "C", "C", "C", "H", "H", "H", "H", "H", "H", "H", "H", "H", "H", "N", "N", "O", "O", "O"], "positions_angstrom": [[1.365, 0.414, 0.543], [0.890, 1.900, 0.861], [0.468, -0.292, -0.453], [-1.029, -0.208, -0.224], [-1.840, -0.984, -1.301], [1.610, 0.331, 2.381], [0.658, -0.894, 2.015], [2.409, 0.529, 0.119], [0.740, -1.306, -0.343], [0.666, 0.243, -1.382], [-1.385, 0.848, -0.335], [-1.281, -0.665, 0.764], [-2.106, -2.927, -1.961], [-0.796, -2.634, -0.841], [0.978, 3.761, 0.322], [1.560, -0.425, 1.700], [-1.443, -2.228, -1.527], [0.028, 2.125, 1.721], [-2.687, -0.449, -1.942], [1.195, 2.860, -0.115]], "lumo_energy_ev": 0.60, "total_energy_ha": -531.753964, "homo_lumo_gap_ha": 0.382, "homo_ev": -9.78, "relative_energy_kj_mol": 134.0, "smiles": "NC(=O)CC[C@H](N)C(=O)O"}

(14)
{"formula": "C5H10N2O4", "method": "wB97M-V/def2-TZVPD", "elements": ["C", "C", "C", "C", "C", "H", "H", "H", "H", "H", "H", "H", "H", "H", "H", "N", "N", "O", "O", "O", "O"], "positions_angstrom": [[1.154, 0.475, -0.202], [0.562, -0.656, 0.647], [2.583, 0.289, -0.482], [-2.004, -1.119, -0.166], [-3.112, -0.125, -0.045], [0.504, 2.504, 0.102], [1.555, 1.900, 1.146], [0.718, 0.466, -1.255], [2.722, 1.059, -1.340], [3.201, 0.447, 0.443], [1.805, -1.387, -1.161], [-0.769, -1.423, 1.588], [-2.559, -2.048, -0.097], [-1.706, -0.961, -1.215], [-1.688, 1.141, 0.199], [0.755, 1.622, 0.546], [-0.806, -0.970, 0.692], [1.332, -0.944, 1.537], [2.669, -1.054, -0.841], [-4.249, -0.353, -0.323], [-2.668, 1.138, 0.230]], "lumo_energy_ev": 0.27, "total_energy_ha": -606.948553, "homo_lumo_gap_ha": 0.373, "homo_ev": -9.89, "relative_energy_kj_mol": 212.6, "smiles": "N[C@@H](CO)C(=O)NCC(=O)O"}